10 unconnected molecules or ions with the total composition C33H73ClFNO22S5 at a distorted geometry, computed with ωB97M-V with the def2-TZVPD basis set.

Computed properties:
- Energy: -5561.61700 hartree
- Maximum force: 0.083 hartree/bohr

ORCA input file:
```
! wB97M-V def2-TZVPD RIJCOSX def2/J DEFGRID3
* xyz 0 1
H 3.4227 -5.1737 -1.4925
H 3.3518 5.7645 -4.3295
H 4.2835 4.8512 -7.0537
C 4.0032 -1.4584 -5.0130
H -3.3773 -1.7045 5.9574
C -4.1897 -2.2553 5.4834
H 5.9676 1.1753 -1.1124
O 4.3668 2.6615 1.7128
C -2.6359 1.5070 -7.5199
C -4.3374 3.1922 5.7189
H 3.4554 -1.7312 -4.1111
C -3.3426 3.4713 3.6149
H 8.5402 5.3622 -0.5372
H 0.1269 -0.7663 5.6134
H 4.5793 0.6512 -0.1660
H -4.6045 -3.4152 3.5906
H 7.7140 2.9919 -0.5434
H 7.8829 5.6793 1.0747
H 0.4876 2.9334 -4.1379
H -4.6897 2.2491 -7.0494
H 3.5844 4.0949 -4.8451
O -1.6255 -6.0181 4.0835
H -1.9567 0.9613 9.2030
H -5.2248 2.5618 5.6631
C 3.0980 -0.4406 -5.7965
H -4.5946 0.5969 -7.4825
H 6.8642 5.4009 -0.3245
H -4.9787 4.8785 3.0788
H -0.0055 1.5869 5.9147
H 6.1504 0.5865 0.6238
C 3.5195 -5.0025 -0.4204
O 4.1229 -2.6833 -5.5861
H 4.4519 -4.4703 -0.2323
H 1.6031 1.7600 5.7404
O -3.1677 2.8369 4.9164
H -1.4025 -0.6596 9.4832
C -8.2393 -1.6089 -2.1696
H 4.0296 6.5920 -6.5638
C -9.7240 0.1732 -1.4979
H -2.2006 2.4601 -7.2198
H 0.7723 -1.2907 8.0280
H 3.4231 -3.9143 -8.6344
H -2.0241 -4.9404 1.5491
O -0.5699 5.2582 -5.3684
H -3.9883 5.1863 5.8686
O -1.8577 -0.6111 0.0173
H -3.5835 -4.1661 1.7285
H 2.6707 -4.5111 0.0552
H -2.4049 3.8381 3.1975
H 2.4904 -1.7165 6.2725
H -4.4392 -3.0201 6.2188
F -8.0414 -2.6258 -2.9769
S 4.9134 -2.8199 -7.0472
H -3.1580 -1.0955 -6.1906
O 6.7630 3.1502 1.2673
C -4.0623 1.3666 -6.9238
O -2.7397 -3.6900 4.2414
C -9.4693 -0.9366 -2.2982
H 2.1100 -0.9000 -5.7664
C -3.0088 -5.0506 2.0033
C -7.4334 -0.0194 -0.5883
H -0.0040 3.8932 -2.7606
O -0.0118 -1.5367 0.9769
H -6.2792 -1.6757 -1.2828
N 0.8222 1.1555 5.5288
H -10.6666 0.7004 -1.4992
O 0.2382 -0.4826 -1.0628
C 2.2619 -0.8674 5.6283
C -3.8528 -2.8144 4.1024
C -4.2019 4.7086 3.8243
S -2.8760 -5.2971 3.7873
C -4.6726 4.5925 5.2627
C -8.6861 0.6315 -0.6746
O 4.5615 -7.3959 -0.5375
H -0.3944 0.5297 10.0314
H 4.0250 -7.3552 4.0809
H -3.2832 1.7092 -4.9823
H 1.7353 3.7356 -3.0354
H -2.6362 1.4576 -8.6088
O 5.6711 -1.5824 -7.3470
C 7.7878 3.5969 0.3602
H -5.0414 -1.5776 5.4233
O 4.2762 -6.2416 1.7698
C 3.3338 -2.9692 -8.0988
C 4.2000 5.5667 -6.2356
C 0.7383 -0.2710 7.6444
H -3.7387 2.7546 2.8955
C -1.0644 0.3354 9.1938
H -5.7158 4.8320 5.4686
C -3.7513 0.8781 -5.5099
H 3.3710 -0.2969 -6.8419
H -3.4250 -5.9814 1.6178
H 3.1552 -0.3014 5.8925
H 0.7502 1.1934 4.5221
C 0.7642 3.7929 -3.5273
S 0.6796 5.3216 -4.5997
C 3.1428 -6.7902 3.7800
O 2.2238 -7.1628 0.5130
S 5.2547 2.8570 0.5968
H 3.7758 -4.9261 3.2589
H -6.7848 0.2422 0.2346
H 4.9763 -1.0499 -4.7405
O -0.1819 0.8026 0.8705
H 2.9345 0.5319 -5.3320
H 5.2097 5.5667 -5.8249
O 1.0053 6.5003 -3.7640
Cl -0.4597 -0.4328 0.1621
C 0.9491 -0.2610 6.1202
O -1.9124 0.4259 -6.9209
H -10.2354 -1.2098 -3.0087
C -2.7031 -0.1654 -5.8499
H 2.2349 -1.1703 4.5816
O 5.5860 -4.0846 -7.1050
H -2.1434 -0.4536 -4.9601
C 5.5539 1.1355 -0.1048
H 2.3619 -5.4067 2.3901
C 7.7723 5.0687 0.1786
H -3.5472 5.5732 3.7145
H 2.4738 -3.0629 -7.4357
O -0.4481 0.4042 7.8756
S 3.6025 -6.6798 0.3076
H 2.3273 -7.4651 3.5201
C 3.3325 -5.7690 2.7287
H -3.5785 -1.9619 3.4810
H -8.8704 1.4434 0.0133
O 1.9667 5.0508 -5.6071
H 1.5559 0.2775 8.1121
H 2.9704 -6.3890 4.7787
H 8.7362 3.3710 0.8476
H 3.1280 -2.1287 -8.7615
C -7.2517 -1.2098 -1.3423
H -4.6329 0.5711 -4.9472
O -4.1580 -5.7853 4.2455
C 3.2689 5.0841 -5.1770
H -4.1408 3.0433 6.7806
O 4.9634 3.7931 -0.5383
*
```

A molecular structure, C6H7NO2S2 at a distorted geometry, computed with ωB97M-V with the def2-TZVPD basis set.

Computed properties:
- Energy above the lowest of the compared OMol25 structures with the same formula, charge and spin: 53.7 kcal/mol
- Energy: -1234.32105 hartree
- Maximum force: 0.061 hartree/bohr

ORCA input file:
```
! wB97M-V def2-TZVPD RIJCOSX def2/J DEFGRID3
* xyz 0 1
H 4.7547 -0.7102 1.2005
H -0.7600 2.3172 -0.8279
C -1.8290 0.7202 0.0239
C 4.3888 -1.0081 0.2470
H -3.7242 0.5972 0.9484
H -0.7616 2.2579 0.9717
C 4.1731 -1.2819 -0.8894
H -0.8738 -2.0059 -1.4794
N -0.9665 -0.1458 -0.7848
S -2.9077 -1.6033 0.0466
H 3.8320 -1.4811 -1.8662
C -2.8594 0.0333 0.5964
O 0.7399 -1.7004 0.9745
C -1.3899 2.1892 0.0546
O 0.8876 0.7076 1.2761
C -1.4577 -1.3359 -0.8464
H -2.2676 2.8392 -0.0304
S 1.0211 -0.3892 0.3849
*
```

C3HNO in the gas phase at a distorted geometry, computed with ωB97M-V with the def2-TZVPD basis set.

Computed properties:
- Energy above the lowest of the compared OMol25 structures with the same formula, charge and spin: 103.3 kcal/mol
- Energy: -244.69633 hartree
- Maximum force: 0.039 hartree/bohr

ORCA input file:
```
! wB97M-V def2-TZVPD RIJCOSX def2/J DEFGRID3
* xyz 0 1
H 1.4774 -0.1749 -0.6581
N 0.9590 -0.1534 0.1801
O -1.0203 -1.5360 0.4310
C -0.3033 -0.6280 0.2493
C -0.1146 0.8176 -0.0035
C -0.9982 1.6747 -0.1988
*
```

Highest occupied orbital energy / Eh: -0.312, -0.351, -0.389